Record 1
Molecular formula: C19H19N5S2
Method: DFT, wB97M-V/def2-TZVPD

Cartesian coordinates (Å):
C -4.492 -2.074 1.026
C -4.688 -0.634 0.680
C -5.698 0.101 1.289
C -5.926 1.421 0.954
C -5.143 2.034 -0.008
C -4.116 1.340 -0.627
C -3.256 2.008 -1.661
C -3.887 0.007 -0.268
N -2.858 -0.693 -0.936
C -1.817 -1.300 -0.341
N -1.615 -1.428 0.928
N -0.504 -2.080 1.235
C 0.192 -2.474 0.238
S 1.616 -3.443 0.384
C 2.632 -2.760 -0.999
C 3.121 -1.402 -0.677
C 2.459 -0.197 -0.804
N 3.311 0.752 -0.337
C 3.185 2.096 -0.225
C 4.217 2.815 0.291
C 5.403 2.172 0.704
C 5.547 0.814 0.597
C 6.772 0.074 1.017
C 4.467 0.083 0.060
N 4.349 -1.216 -0.146
S -0.539 -2.030 -1.336
H -3.622 -2.184 1.674
H -4.312 -2.665 0.129
H -5.366 -2.464 1.539
H -6.319 -0.380 2.030
H -6.717 1.974 1.437
H -5.323 3.064 -0.276
H -3.480 3.070 -1.709
H -3.433 1.583 -2.651
H -2.200 1.889 -1.421
H -2.744 -0.483 -1.917
H 2.018 -2.784 -1.899
H 3.470 -3.449 -1.085
H 1.488 0.040 -1.187
H 2.254 2.534 -0.553
H 4.127 3.885 0.386
H 6.206 2.767 1.112
H 7.507 0.749 1.447
H 7.206 -0.438 0.160
H 6.507 -0.690 1.745

HOMO energy (eV): -8.058
Energy above the lowest of the compared OMol25 structures with the same formula, charge and spin (kJ/mol): 22.8
Maximum force (eV/A): 1.8
SMILES: Cc1cccc(C)c1Nc1nnc(SCc2cn3cccc(C)c3n2)s1
Charge: 0
Kohn-Sham gap (hartree): 0.3047
E (Eh): -1805.5795

Record 2
Molecular formula: C19H19NO5
Method: DFT, wB97M-V/def2-TZVPD

Cartesian coordinates (Å):
C -6.393 -3.262 -0.985
O -5.419 -2.238 -0.864
C -5.772 -1.184 -0.107
O -6.845 -1.102 0.443
C -4.711 -0.160 -0.027
C -4.939 0.975 0.753
C -3.974 1.949 0.863
C -2.747 1.813 0.204
N -1.816 2.829 0.330
C -0.459 2.772 0.220
C 0.344 1.692 0.184
C 1.784 1.888 0.050
O 2.271 2.985 -0.188
C 2.646 0.687 0.187
C 2.279 -0.456 0.881
C 3.155 -1.526 0.980
C 4.405 -1.481 0.385
O 5.325 -2.479 0.415
C 5.005 -3.668 1.095
C 4.795 -0.313 -0.315
O 6.041 -0.344 -0.859
C 6.493 0.801 -1.541
C 3.918 0.747 -0.395
C -2.536 0.694 -0.606
C -3.506 -0.280 -0.715
H -6.642 -3.668 -0.002
H -5.952 -4.029 -1.615
H -7.304 -2.867 -1.440
H -5.883 1.066 1.268
H -4.157 2.827 1.467
H -2.193 3.710 0.651
H 0.024 3.743 0.191
H -0.036 0.689 0.261
H 1.325 -0.521 1.381
H 2.848 -2.399 1.533
H 4.131 -4.161 0.656
H 4.824 -3.488 2.160
H 5.875 -4.312 0.982
H 7.503 0.564 -1.873
H 5.868 1.024 -2.411
H 6.522 1.675 -0.883
H 4.179 1.659 -0.908
H -1.627 0.612 -1.179
H -3.339 -1.139 -1.345

HOMO energy (eV): -8.081
Energy above the lowest of the compared OMol25 structures with the same formula, charge and spin (kJ/mol): 127.3
Maximum force (eV/A): 0.7
SMILES: COC(=O)c1ccc(N/C=C/C(=O)c2ccc(OC)c(OC)c2)cc1
Charge: 0
Kohn-Sham gap (hartree): 0.2979
E (Eh): -1166.3573

Record 3
Molecular formula: C19H19NO5
Method: DFT, wB97M-V/def2-TZVPD

Cartesian coordinates (Å):
O -0.845 -3.845 2.039
C -0.118 -2.891 2.036
C -0.138 -1.777 3.076
N 0.549 -0.594 2.627
C -0.144 0.482 2.158
O -1.331 0.641 2.349
C 0.704 1.447 1.431
C 1.873 1.276 0.728
C 2.198 2.540 0.195
C 1.208 3.383 0.610
O 0.305 2.731 1.343
O 0.820 -2.652 1.115
C 0.871 -3.489 -0.035
C 0.917 -2.627 -1.301
O 1.652 -2.927 -2.213
C 0.064 -1.428 -1.299
C -1.130 -1.342 -0.581
C -1.850 -0.168 -0.595
C -1.418 0.944 -1.313
C -0.252 0.851 -2.073
C 0.472 -0.330 -2.055
C 0.237 2.006 -2.903
C -0.877 3.005 -3.192
C -1.547 3.402 -1.882
C -2.249 2.193 -1.272
H 0.302 -2.155 4.005
H -1.180 -1.503 3.270
H 1.508 -0.710 2.344
H 2.418 0.366 0.581
H 3.049 2.787 -0.406
H 1.059 4.435 0.461
H -0.006 -4.148 -0.052
H 1.775 -4.105 0.010
H -1.519 -2.192 -0.043
H -2.766 -0.099 -0.027
H 1.384 -0.414 -2.628
H 1.042 2.511 -2.359
H 0.662 1.627 -3.835
H -1.616 2.551 -3.856
H -0.466 3.883 -3.693
H -0.787 3.773 -1.192
H -2.270 4.202 -2.047
H -3.178 1.999 -1.818
H -2.523 2.397 -0.234

HOMO energy (eV): -9.040
Energy above the lowest of the compared OMol25 structures with the same formula, charge and spin (kJ/mol): 0.0
Maximum force (eV/A): 1.0
SMILES: O=C(CNC(=O)c1ccco1)OCC(=O)c1ccc2c(c1)CCCC2
Charge: 0
Kohn-Sham gap (hartree): 0.3416
E (Eh): -1166.4058

Record 4
Molecular formula: C19H20Br2HoN4
Method: DFT, wB97M-V/def2-TZVPD

Cartesian coordinates (Å):
Ho 0.684 0.622 0.749
C -1.495 -1.064 -0.924
N -0.060 -1.264 -0.540
C 0.823 -1.444 -1.733
C 1.439 -0.158 -2.237
C 1.882 -0.054 -3.544
C 2.553 1.095 -3.935
C 2.753 2.120 -3.017
C 2.272 1.949 -1.740
N 1.639 0.825 -1.345
C 0.048 -2.454 0.359
C -0.498 -2.166 1.735
C -1.119 -3.140 2.490
C -1.520 -2.834 3.786
C -1.294 -1.559 4.285
C -0.676 -0.634 3.471
N -0.278 -0.924 2.217
C -1.984 0.368 -0.930
C -3.186 0.683 -1.541
C -3.660 1.984 -1.473
C -2.914 2.952 -0.809
C -1.724 2.571 -0.235
N -1.269 1.299 -0.273
H -1.672 -1.502 -1.908
H -2.114 -1.624 -0.220
H 1.636 -2.116 -1.451
H 0.284 -1.942 -2.540
H 1.710 -0.862 -4.242
H 2.913 1.194 -4.951
H 3.266 3.032 -3.287
H 2.403 2.730 -0.997
H -0.455 -3.323 -0.074
H 1.106 -2.717 0.446
H -1.287 -4.126 2.078
H -2.006 -3.583 4.396
H -1.594 -1.283 5.286
H -0.491 0.375 3.826
H -3.745 -0.082 -2.063
H -4.600 2.245 -1.943
H -3.245 3.978 -0.746
H -1.108 3.299 0.284
Br 3.366 -0.130 1.813
C 3.473 1.552 2.774
Br 1.906 2.678 2.456
H 4.336 2.096 2.409
H 3.503 1.337 3.835

Multiplicity: 5
HOMO energy (alpha / beta) (eV): -18.713 / -18.712
Maximum force (eV/A): 0.4
Charge: +3
Kohn-Sham gap (alpha / beta) (hartree): 0.3290 / 0.3331
E (Eh): -7050.2948

Record 5
Molecular formula: C19H20BrIrN3S
Method: DFT, wB97M-V/def2-TZVPD

Cartesian coordinates (Å):
Ir 1.407 -0.034 0.207
Br -0.733 -1.361 -1.098
C -0.879 0.234 -2.179
C -1.519 0.102 -3.397
C -1.847 1.241 -4.118
C -1.561 2.489 -3.601
C -0.831 2.631 -2.401
C -0.491 3.901 -1.903
C 0.276 4.030 -0.767
C 0.751 2.901 -0.112
C 0.421 1.618 -0.540
C -0.416 1.471 -1.673
H -1.767 -0.879 -3.773
H -2.346 1.145 -5.073
H -1.870 3.383 -4.126
H -0.835 4.781 -2.431
H 0.517 5.013 -0.383
H 1.365 3.039 0.770
C -1.854 0.663 1.774
C -0.646 0.133 2.585
C -0.967 -1.305 3.060
C -0.461 1.031 3.832
N 0.550 0.122 1.850
H -2.712 0.789 2.435
H -2.111 -0.038 0.985
H -1.600 1.614 1.314
H -1.862 -1.313 3.677
H -0.139 -1.705 3.638
H -1.121 -1.946 2.197
H -1.361 1.020 4.445
H -0.252 2.050 3.520
H 0.377 0.662 4.418
C 4.263 -0.164 2.838
C 4.215 -1.077 1.655
C 4.930 -2.259 1.563
C 4.856 -2.983 0.381
N 4.162 -2.539 -0.688
C 3.488 -1.424 -0.532
S 2.594 -0.734 -1.827
N 3.438 -0.683 0.611
H 5.221 -0.253 3.349
H 3.468 -0.402 3.545
H 4.118 0.863 2.505
H 5.536 -2.601 2.390
H 5.373 -3.924 0.246

Multiplicity: 5
HOMO energy (alpha / beta) (eV): -1.194 / -4.253
Energy above the lowest of the compared OMol25 structures with the same formula, charge and spin (kJ/mol): 18.8
Maximum force (eV/A): 2.3
Charge: -1
Kohn-Sham gap (alpha / beta) (hartree): 0.1455 / 0.2550
E (Eh): -3976.7535